A cluster of 14 separate species, C55H78BN10O17 in total at a distorted geometry. Source: the OMol25 dataset; level of theory: ωB97M-V/def2-TZVPD.

```
161
Properties=species:S:1:pos:R:3
O -2.21540 -1.32904 -1.62578
C -1.33460 -0.80921 -1.01997
O -1.37482 -0.54279 0.29026
B -0.12244 0.10981 0.68544
O 0.70710 0.18437 -0.53800
C 0.04812 -0.37468 -1.53316
O 0.43840 -0.47239 -2.66318
O 0.59717 -0.61164 1.74607
C 0.52423 0.11624 2.87003
O 0.96552 -0.30304 3.89973
C -0.16491 1.45206 2.53164
O -0.35850 1.45635 1.23741
O -0.38098 2.34025 3.29616
N -0.99335 -3.82061 4.07959
C -1.12011 -5.02570 3.53720
C -0.80141 -5.31645 2.21672
C -0.42827 -4.27087 1.35786
C -0.27290 -3.03401 1.95873
C -0.57692 -2.82338 3.29654
H -1.51644 -5.81608 4.16500
H -0.96327 -6.31580 1.83408
H -0.18648 -4.47963 0.32611
H 0.04770 -2.20676 1.33390
H -0.54361 -1.82917 3.71905
N 0.37884 4.32248 -5.94963
C 1.03273 3.52903 -6.79865
C 1.32327 2.19428 -6.53078
C 0.86924 1.65316 -5.33986
C 0.16699 2.47258 -4.46976
C -0.04317 3.80431 -4.78568
H 1.43038 3.97011 -7.70387
H 1.87308 1.60880 -7.25552
H 1.12197 0.62995 -5.09499
H -0.21818 2.07629 -3.53879
H -0.72063 4.41048 -4.20017
C -1.99288 3.39282 -0.72169
C -3.12584 2.69588 -0.00153
O -3.70826 1.93617 -1.07200
C -3.18575 2.29803 -2.25388
O -3.44240 1.83889 -3.32064
O -2.38090 3.38041 -2.09728
H -0.99832 2.94862 -0.61873
H -1.73957 4.41371 -0.42514
H -3.89036 3.29720 0.48731
H -2.71591 2.03285 0.75727
C -2.00928 5.37507 2.80677
C -2.61931 6.68266 3.35274
O -2.16863 7.68419 2.44743
C -1.31045 7.14646 1.55604
O -0.72888 7.75568 0.71462
O -1.20517 5.83592 1.71871
H -2.79990 4.76256 2.37570
H -1.46154 4.80295 3.54828
H -2.40533 6.84000 4.40873
H -3.70540 6.66864 3.25452
C 1.88167 -3.13094 -5.78963
C 2.01533 -2.97145 -4.27894
O 3.09353 -2.01973 -4.14500
C 3.31756 -1.44968 -5.35765
O 4.07258 -0.54732 -5.54223
O 2.69274 -2.11017 -6.34862
H 0.83017 -2.94986 -6.00583
H 2.17068 -4.13601 -6.08932
H 2.36593 -3.87015 -3.77637
H 1.08053 -2.59975 -3.86770
C -4.43407 -3.74994 2.19659
C -5.00383 -2.34004 2.33566
C -4.01977 -1.24574 1.95447
C -4.49402 0.10613 2.17862
N -4.91253 1.15599 2.38565
H -5.00677 -4.49676 2.74671
H -3.39301 -3.84862 2.50970
H -4.44211 -4.10095 1.16093
H -5.34167 -2.15561 3.36029
H -5.89722 -2.11018 1.74854
H -3.84826 -1.36297 0.87748
H -3.02646 -1.34111 2.39867
C -1.87738 -1.85993 -7.40515
C -1.30595 -0.99858 -6.26899
C -1.85112 -1.42080 -4.90728
C -1.60141 -2.80854 -4.45709
N -1.35810 -3.89195 -4.16164
H -1.57604 -2.91063 -7.37757
H -1.58027 -1.56072 -8.41386
H -2.97045 -1.85530 -7.41768
H -1.51321 0.05543 -6.43506
H -0.22688 -1.15690 -6.31841
H -2.93821 -1.28822 -4.88351
H -1.58515 -0.65489 -4.17780
C 4.19283 3.45485 4.05506
C 3.04814 2.85627 3.26049
C 3.25149 2.56113 1.78002
C 4.14370 3.52153 1.08132
N 4.81850 4.27164 0.53893
H 4.38291 4.46708 3.68572
H 5.13294 2.91429 3.96438
H 3.83109 3.63910 5.06678
H 2.21284 3.56693 3.26282
H 2.56187 1.99092 3.71894
H 2.29849 2.43029 1.26461
H 3.74781 1.59976 1.59388
C 0.34431 -1.43609 6.42671
C -0.12070 -0.23346 7.23623
C -0.76877 0.83746 6.39351
C -1.75458 0.31202 5.46511
N -2.54874 -0.08638 4.74433
H -0.48948 -2.11154 6.20940
H 1.03307 -2.06091 6.99571
H 0.72758 -1.15798 5.44469
H 0.73378 0.10806 7.82439
H -0.83422 -0.57937 7.99098
H -0.03861 1.42320 5.83205
H -1.38175 1.48297 7.03281
C 4.59706 -0.05126 4.78881
C 3.85365 -1.01217 5.70387
C 3.78388 -2.48279 5.30043
C 5.12010 -3.12852 5.23818
N 6.14754 -3.63720 5.18416
H 4.19492 0.13438 3.79185
H 5.60451 -0.47312 4.69121
H 4.68259 0.94176 5.22906
H 2.82382 -0.64335 5.63941
H 4.21554 -0.87789 6.72219
H 3.27170 -2.60077 4.34531
H 3.24551 -3.09740 6.02343
C -7.83820 -0.93193 -3.43159
C -6.39453 -0.77967 -3.94227
C -5.35184 -1.08856 -2.87973
C -5.47606 -2.44709 -2.38555
N -5.58915 -3.50158 -1.94885
H -8.10680 -1.98814 -3.41400
H -8.51545 -0.34064 -4.04206
H -7.87912 -0.59186 -2.39466
H -6.29584 0.23004 -4.34302
H -6.23536 -1.44300 -4.79570
H -5.27603 -0.39086 -2.04141
H -4.31777 -1.04198 -3.24160
C 3.46496 3.41533 -2.77301
C 3.07108 1.97084 -2.49020
C 3.87874 1.19965 -1.45844
C 5.26211 0.90865 -1.90050
N 6.34106 0.67839 -2.20719
H 4.46456 3.47369 -3.20468
H 3.42072 4.07797 -1.90675
H 2.77738 3.87464 -3.48603
H 3.13989 1.42216 -3.43304
H 2.02860 1.86479 -2.18108
H 3.51978 0.21848 -1.14615
H 3.96071 1.76542 -0.52676
C 3.49496 -1.90419 0.71695
C 3.88835 -2.26688 -0.71732
C 3.94049 -3.81182 -0.85267
C 2.67354 -4.44471 -0.48535
N 1.68127 -4.94037 -0.19798
H 2.57087 -2.27444 1.15677
H 3.43552 -0.81095 0.77891
H 4.29990 -2.12819 1.42493
H 4.87585 -1.85221 -0.91738
H 3.19589 -1.82553 -1.43382
H 4.71346 -4.23579 -0.21157
H 4.20010 -4.01516 -1.89292
```

ΔE to the lowest compared entry with this formula, charge and spin, kcal/mol: 23.7
Multiplicity: 1
Total charge: -1
HOMO level, Eh: -0.2772
Frontier orbital gap, eV: 9.1